109
Properties=species:S:1:pos:R:3:forces:R:3:mulliken_charge:R:1 method="wB97M-V/def2-TZVPD" fmax_ev_per_a=0.4 multiplicity=1 homo_energy_ev=-6.22
Cd -1.6230 -1.0541 1.0738 0.1 0.2 0.1 1.87
C -1.6863 1.0486 -5.1583 0.0 0.0 -0.1 -1.73
C -1.5387 0.0598 -4.0358 0.0 -0.1 0.1 0.02
C -0.3192 -0.5595 -3.7684 0.0 0.0 0.0 -0.58
C -0.1673 -1.3764 -2.6694 0.1 0.0 0.0 0.14
C -1.2217 -1.6654 -1.7891 0.0 0.0 -0.1 0.71
N -1.0250 -2.3450 -0.5946 0.1 0.0 0.2 0.44
C -0.3931 -3.5448 -0.5511 0.0 -0.1 -0.1 -0.03
C -0.1356 -4.3229 -1.7056 0.0 0.1 0.0 -0.49
C 0.4550 -5.5657 -1.6608 0.0 0.0 0.0 -1.26
C 0.8171 -6.1639 -0.4559 0.0 0.1 0.0 0.35
C 1.4065 -7.5456 -0.3985 0.0 -0.1 0.0 -1.60
C 0.5422 -5.4410 0.6911 0.0 0.0 -0.1 -0.21
C -0.0222 -4.1695 0.6620 0.0 0.0 0.1 -0.24
N -0.2109 -3.5565 1.9524 -0.1 0.0 -0.1 0.92
C 0.6143 -3.7239 3.0030 0.1 -0.1 0.0 -0.53
C -0.0567 -3.3489 4.1439 0.0 0.0 0.0 -0.66
C -1.3053 -2.9292 3.6810 -0.1 0.0 0.0 -0.51
N -1.4083 -3.0590 2.3634 0.0 -0.2 0.0 -1.09
C -2.4675 -1.1061 -2.1178 -0.2 0.1 0.0 -0.05
C -2.5958 -0.2248 -3.1904 0.1 0.1 -0.1 -0.83
N -3.6681 -1.4000 -1.3899 0.1 -0.2 0.1 0.48
C -4.9311 -1.2917 -1.8595 0.0 0.0 -0.1 -0.30
C -5.7914 -1.5726 -0.8287 0.0 0.0 0.0 -1.06
C -4.9510 -1.8533 0.2557 0.1 -0.2 0.0 -0.43
N -3.6769 -1.7671 -0.0936 -0.1 0.4 0.2 -0.39
H -0.9418 0.8742 -5.9355 0.0 0.0 0.0 0.39
H -1.5535 2.0740 -4.8030 0.0 0.0 0.0 0.27
H -2.6724 0.9877 -5.6206 0.0 0.0 0.0 0.42
H 0.5333 -0.3601 -4.4079 0.0 0.0 0.0 0.17
H 0.8017 -1.7898 -2.4238 0.0 0.0 0.0 0.64
H -0.4285 -3.9239 -2.6661 0.0 0.0 0.0 0.42
H 0.6216 -6.0969 -2.5920 0.0 0.0 0.0 0.37
H 2.0149 -7.7482 -1.2808 0.0 0.0 0.0 0.38
H 0.6336 -8.3172 -0.3539 0.0 0.0 0.0 0.29
H 2.0435 -7.6713 0.4780 0.0 0.0 0.0 0.37
H 0.7507 -5.8873 1.6565 0.0 0.0 0.0 0.60
H 1.6078 -4.1106 2.8562 0.0 0.0 0.0 0.59
H 0.3165 -3.3439 5.1521 0.0 0.0 0.0 0.55
H -2.1268 -2.5009 4.2335 0.0 0.0 0.0 0.41
H -3.5406 0.2759 -3.3590 0.0 0.0 0.0 0.52
H -5.1342 -1.0688 -2.8907 0.0 0.0 0.0 0.54
H -6.8655 -1.5946 -0.8683 0.0 0.0 0.0 0.45
H -5.2037 -2.1453 1.2620 0.0 0.0 0.0 0.46
C -4.3578 3.8604 2.1977 0.0 0.0 0.0 -1.53
C -3.9245 4.3251 0.8080 0.1 0.0 0.0 1.18
C -3.9343 5.8529 0.7954 0.0 0.0 0.0 -2.21
C -4.8668 3.8393 -0.2933 0.0 0.0 0.0 -1.51
N -2.5330 3.8510 0.5278 0.0 0.0 0.0 0.57
C -1.4549 4.7008 0.3331 0.1 0.0 0.0 -0.55
C -0.3739 3.9327 0.1194 0.0 0.1 0.0 -1.26
N -0.7642 2.6104 0.1559 -0.1 -0.1 0.1 0.59
B 0.2485 1.4373 0.1419 -0.1 0.1 0.0 0.58
N 1.1820 1.5780 1.3686 0.0 0.0 0.0 0.71
C 2.4038 2.2072 1.3345 0.1 0.0 0.0 -0.90
C 3.0206 1.9766 2.5028 0.0 0.0 0.0 -0.76
N 2.1804 1.1816 3.2697 0.0 0.0 0.0 0.41
C 1.0400 0.9585 2.5561 -0.1 0.0 0.0 0.02
S -0.3869 0.1646 3.0929 0.0 0.0 -0.1 -0.33
C 2.6760 0.6772 4.5893 0.0 0.0 -0.1 1.40
C 2.9462 1.8921 5.4769 0.0 0.0 0.0 -1.67
C 3.9652 -0.1037 4.3124 0.0 0.0 0.0 -1.59
C 1.7122 -0.2509 5.3142 0.0 0.0 0.0 -2.19
N 1.1166 1.4498 -1.1308 0.0 0.1 0.1 0.62
C 1.0267 2.2942 -2.2165 0.0 0.0 -0.1 -0.91
C 1.9741 1.9347 -3.1020 -0.1 0.0 0.0 -0.90
N 2.6551 0.8490 -2.5717 0.0 0.0 0.0 0.88
C 2.1135 0.5448 -1.3483 0.0 -0.2 0.0 -0.04
S 2.5368 -0.7029 -0.2834 0.0 0.0 -0.1 -0.27
C 3.8394 0.2053 -3.2109 -0.1 0.1 0.0 1.07
C 5.0557 0.4043 -2.3076 0.0 0.0 0.0 -1.60
C 4.1092 0.8883 -4.5498 0.0 0.0 0.0 -2.09
C 3.5689 -1.2749 -3.4774 0.0 0.0 0.0 -1.39
C -2.0916 2.5607 0.4293 -0.1 0.0 0.0 0.33
S -3.0806 1.1715 0.6118 0.1 0.0 -0.2 -0.51
H -5.3530 4.2561 2.4071 0.0 0.0 0.0 0.49
H -3.6702 4.2452 2.9529 0.0 0.0 0.0 0.38
H -4.3871 2.7781 2.2718 0.0 0.0 0.0 0.26
H -4.9550 6.1769 0.9950 0.0 0.0 0.0 0.47
H -3.6416 6.2581 -0.1739 0.0 0.0 0.0 0.46
H -3.2967 6.2759 1.5722 0.0 0.0 0.0 0.47
H -5.8613 4.2500 -0.1131 0.0 0.0 0.0 0.48
H -4.9352 2.7561 -0.3221 0.0 0.0 0.0 0.28
H -4.5204 4.1955 -1.2655 0.0 0.0 0.0 0.38
H -1.5421 5.7681 0.3611 0.0 0.0 0.0 0.56
H 0.6479 4.2197 -0.0541 0.0 0.0 0.0 0.58
H -0.3599 0.4271 0.1931 0.1 -0.2 -0.1 -1.35
H 2.7514 2.7301 0.4616 0.0 0.0 0.0 0.57
H 3.9861 2.2890 2.8496 0.0 0.0 0.0 0.57
H 3.6660 2.5775 5.0303 0.0 0.0 0.0 0.39
H 3.3500 1.5585 6.4334 0.0 0.0 0.0 0.45
H 2.0211 2.4383 5.6637 0.0 0.0 0.0 0.37
H 4.7585 0.5296 3.9175 0.0 0.0 0.0 0.39
H 3.7730 -0.8988 3.5913 0.0 0.0 0.0 0.33
H 4.3252 -0.5491 5.2403 0.0 0.0 0.0 0.47
H 0.7816 0.2407 5.5828 0.0 0.0 0.0 0.43
H 2.2206 -0.5646 6.2286 0.0 0.0 0.0 0.61
H 1.4717 -1.1313 4.7242 0.0 0.0 0.0 0.32
H 0.2698 3.0532 -2.2963 0.0 0.0 0.0 0.63
H 2.1952 2.3446 -4.0677 0.0 0.0 0.0 0.55
H 5.2358 1.4707 -2.1545 0.0 0.0 0.0 0.36
H 5.9350 -0.0275 -2.7878 0.0 0.0 0.0 0.50
H 4.9079 -0.0717 -1.3411 0.0 0.0 0.0 0.26
H 4.3472 1.9464 -4.4314 0.0 0.0 0.0 0.44
H 3.2702 0.7840 -5.2399 0.0 0.0 0.0 0.41
H 4.9720 0.4009 -5.0026 0.0 0.0 0.0 0.46
H 3.3562 -1.8119 -2.5579 0.0 0.0 0.1 0.23
H 4.4518 -1.7138 -3.9457 0.0 0.0 0.0 0.56
H 2.7289 -1.3922 -4.1642 0.0 0.0 0.0 0.29